Arrangement a

Below is a single CH6N4 molecule, with properties calculated with ωB97M-V with the def2-TZVPD basis set.

Each line ends with the Mulliken charge.
Positions of all 11 atoms, in Å:
H  -0.667  1.544  -0.542  0.224
N  0.423  1.483  0.054  -0.678
C  0.546  0.197  0.065  0.466
N  1.826  -0.391  0.142  -0.429
N  -0.511  -0.605  -0.122  -0.125
N  -1.828  -0.153  0.211  -0.727
H  1.898  -1.365  0.413  0.195
H  2.644  0.153  -0.220  0.243
H  -0.425  -1.631  -0.432  0.233
H  -1.794  0.486  1.106  0.315
H  -2.112  0.281  -0.676  0.283

Computed properties:
spin multiplicity = 1
LUMO = 0.854 eV
HOMO level = -8.59 eV
molecular weight = 74.087 g mol⁻¹
structure (SMILES) = [H]/N=C(/N)NN
charge = 0
gap between HOMO and LUMO = 9.45 eV

***

Arrangement b

Below is a single CH6N4 molecule, with properties calculated with ωB97M-V with the def2-TZVPD basis set.

Each line ends with the Mulliken charge.
Positions of all 11 atoms, in Å:
H  1.295  -1.958  0.361  0.222
N  1.558  -1.089  0.195  -0.644
C  0.732  -0.244  -0.176  0.517
N  0.947  1.194  0.003  -0.525
N  -0.620  -0.642  -0.617  -0.370
N  -1.943  -0.140  0.220  -0.529
H  0.192  2.023  -0.456  0.259
H  1.979  1.389  -0.136  0.266
H  -0.758  -1.677  -0.397  0.298
H  -1.736  0.949  -0.160  0.236
H  -1.645  0.196  1.163  0.271

Computed properties:
spin multiplicity = 1
LUMO = 0.593 eV
HOMO level = -9.56 eV
molecular weight = 74.087 g mol⁻¹
structure (SMILES) = [H]/N=C(/N)NN
charge = 0
gap between HOMO and LUMO = 10.15 eV

***

Result of the stability comparison: arrangement b is the least stable of them.

***

Arrangement a

Below is a 2-piece molecular cluster, C5H12NS overall, with properties calculated with ωB97M-V with the def2-TZVPD basis set.

Each line ends with the Mulliken charge.
Positions of all 19 atoms, in Å:
C  -3.329  -0.062  0.446  -0.262
C  1.549  -1.433  0.970  -1.138
C  -0.329  1.393  -0.965  -1.024
C  1.337  0.093  0.404  -0.453
C  0.626  0.183  -0.814  0.814
N  0.656  -0.666  -1.811  -0.309
S  -4.928  -0.003  0.523  -0.133
H  -2.651  0.830  0.780  0.228
H  2.142  -2.161  0.397  0.371
H  1.986  -1.340  1.968  0.370
H  0.552  -1.946  1.225  0.316
H  -1.304  1.181  -0.525  0.067
H  -0.581  1.419  -2.043  0.394
H  0.044  2.302  -0.414  0.350
H  2.419  0.258  0.184  0.261
H  1.008  0.611  1.227  0.387
H  0.185  -0.196  -2.603  0.223
H  1.275  -1.523  -2.069  0.318
H  -2.808  -0.974  0.117  0.219

Computed properties:
spin multiplicity = 1
LUMO = -4.742 eV
HOMO level = -11.68 eV
molecular weight = 118.225 g mol⁻¹
charge = +1
gap between HOMO and LUMO = 6.94 eV

***

Arrangement b

Below is an isolated ion of composition C5H12NS and charge +1, with properties calculated with ωB97M-V with the def2-TZVPD basis set.

Each line ends with the Mulliken charge.
Positions of all 19 atoms, in Å:
C  -1.014  1.413  -0.751  -0.586
C  0.930  0.140  0.032  -0.561
C  -1.053  -0.924  0.460  0.000
C  1.856  0.081  1.241  -1.253
C  -1.187  -1.824  -0.763  -0.976
N  0.396  1.453  -0.253  -0.141
S  -2.021  0.553  0.504  -0.058
H  -1.345  2.457  -0.813  0.370
H  -1.082  0.863  -1.606  0.441
H  1.222  -0.411  -0.751  0.613
H  -1.059  -1.511  1.477  0.363
H  1.335  0.155  2.193  0.388
H  2.697  0.902  1.077  0.340
H  2.504  -0.851  1.178  0.346
H  -2.047  -1.732  -1.362  0.352
H  -1.241  -2.949  -0.484  0.306
H  -0.270  -1.676  -1.372  0.245
H  1.031  1.931  -0.766  0.348
H  0.350  1.929  0.758  0.466

Computed properties:
spin multiplicity = 1
LUMO = -3.730 eV
HOMO level = -13.01 eV
molecular weight = 118.225 g mol⁻¹
charge = +1
gap between HOMO and LUMO = 9.28 eV

***

Result of the stability comparison: arrangement b is the least stable of them.

***

Arrangement a

Below is a 2-piece molecular cluster, C5H12NS overall, with properties calculated with ωB97M-V with the def2-TZVPD basis set.

Each line ends with the Mulliken charge.
Positions of all 19 atoms, in Å:
C  1.009  0.352  1.305  0.181
C  -2.594  -1.024  0.626  -1.128
C  -1.930  0.196  -1.531  -1.183
C  4.421  0.434  -0.016  -0.843
C  -1.981  0.200  -0.005  0.905
N  1.740  0.108  0.379  -0.118
S  2.732  -0.166  -0.796  0.237
H  0.223  0.325  1.918  0.498
H  -0.984  0.316  0.410  -0.858
H  -3.647  -1.247  0.288  0.330
H  -1.987  -1.927  0.676  0.329
H  -2.849  -0.860  1.717  0.338
H  -2.959  0.071  -2.096  0.298
H  -1.211  -0.538  -1.876  0.296
H  -1.633  1.144  -1.937  0.365
H  5.182  0.389  -0.797  0.350
H  4.615  -0.177  0.884  0.339
H  4.460  1.386  0.445  0.357
H  -2.608  1.018  0.405  0.305

Computed properties:
spin multiplicity = 1
LUMO = -5.758 eV
HOMO level = -14.50 eV
molecular weight = 118.225 g mol⁻¹
charge = +1
gap between HOMO and LUMO = 8.74 eV

***

Arrangement b

Below is a 2-piece molecular cluster, C5H12NS overall, with properties calculated with ωB97M-V with the def2-TZVPD basis set.

Each line ends with the Mulliken charge.
Positions of all 19 atoms, in Å:
C  0.784  0.516  -0.352  1.114
C  1.585  1.707  0.170  -1.145
C  1.392  -0.381  -1.351  -1.522
C  -1.226  -1.357  -0.996  -0.469
C  -1.753  0.334  2.261  -0.813
N  -0.470  0.293  -0.125  -0.220
S  -1.563  1.196  0.700  0.029
H  1.167  2.124  1.182  0.331
H  1.408  2.354  -0.657  0.353
H  2.592  1.347  0.159  0.399
H  1.468  -1.426  -1.041  0.417
H  2.383  -0.107  -1.715  0.383
H  0.808  -0.463  -2.392  0.323
H  -2.085  -1.280  -0.381  0.235
H  -0.374  -1.942  -0.773  0.331
H  -1.511  -1.419  -2.092  0.285
H  -2.293  0.934  2.855  0.399
H  -0.795  0.132  2.676  0.292
H  -2.357  -0.601  2.154  0.278

Computed properties:
spin multiplicity = 1
LUMO = -4.371 eV
HOMO level = -13.23 eV
molecular weight = 118.225 g mol⁻¹
charge = +1
gap between HOMO and LUMO = 8.86 eV

***

Arrangement c

Below is an isolated ion of composition C5H12NS and charge +1, with properties calculated with ωB97M-V with the def2-TZVPD basis set.

Each line ends with the Mulliken charge.
Positions of all 19 atoms, in Å:
C  1.085  0.322  0.116  0.837
C  0.829  1.943  0.057  -1.351
C  -1.936  0.111  -0.791  -1.106
C  0.576  -2.024  0.253  -1.380
C  -1.240  -0.261  0.505  -0.712
N  0.140  -0.578  0.247  0.124
S  2.673  -0.207  -0.201  -0.129
H  0.739  2.345  -0.924  0.385
H  0.035  2.138  0.689  0.337
H  1.636  2.594  0.657  0.460
H  -1.514  0.952  -1.258  0.310
H  -1.908  -0.747  -1.446  0.354
H  -2.952  0.192  -0.739  0.434
H  1.212  -2.334  -0.495  0.495
H  -0.246  -2.707  0.125  0.339
H  0.814  -2.067  1.264  0.575
H  -1.711  -1.194  0.794  0.357
H  -1.228  0.431  1.304  0.453
H  2.997  1.091  -0.156  0.218

Computed properties:
spin multiplicity = 1
LUMO = -4.003 eV
HOMO level = -14.46 eV
molecular weight = 118.225 g mol⁻¹
charge = +1
gap between HOMO and LUMO = 10.46 eV

***

Result of the stability comparison: arrangement a is the least stable of them.

***

Arrangement a

Below is a 2-piece molecular cluster, C5H8NO2 overall, with properties calculated with ωB97M-V with the def2-TZVPD basis set.

Each line ends with the Mulliken charge.
Positions of all 16 atoms, in Å:
O  -1.379  1.619  1.086  -0.768
C  -0.937  1.625  -0.083  0.686
O  -0.145  0.772  -0.569  -0.736
C  -1.378  2.748  -1.037  -0.927
H  -0.808  2.815  -1.964  0.270
H  -2.432  2.583  -1.288  0.210
H  -1.345  3.686  -0.481  0.263
C  1.785  -2.068  0.443  0.142
C  1.277  -2.171  -0.796  -0.729
C  0.033  -1.234  1.679  -0.130
N  1.125  -1.919  1.641  -0.573
H  2.874  -2.139  0.535  0.297
H  0.216  -2.258  -0.973  0.219
H  1.971  -2.163  -1.628  0.219
H  -0.804  -1.632  2.256  0.237
H  -0.052  -0.264  1.180  0.322

Computed properties:
spin multiplicity = 1
LUMO = 4.207 eV
HOMO level = -3.97 eV
molecular weight = 114.124 g mol⁻¹
charge = -1
gap between HOMO and LUMO = 8.17 eV

***

Arrangement b

Below is an isolated ion of composition C5H8NO2 and charge -1, with properties calculated with ωB97M-V with the def2-TZVPD basis set.

Each line ends with the Mulliken charge.
Positions of all 16 atoms, in Å:
O  -2.686  0.551  -1.351  -0.698
C  -1.672  -0.061  -1.615  0.448
O  -1.368  -0.826  -2.552  -0.740
C  -0.284  0.323  -0.795  -0.013
C  0.934  -0.493  -0.582  -0.288
C  1.160  -0.545  0.939  -0.613
C  0.026  0.469  1.582  -0.748
N  -0.970  0.337  0.465  -0.359
H  -0.102  1.296  -1.320  0.090
H  1.039  -1.632  -0.799  0.188
H  1.921  -0.168  -1.096  0.294
H  1.278  -1.470  1.341  0.410
H  2.195  -0.183  0.978  0.200
H  0.578  1.416  1.846  0.277
H  -0.394  0.038  2.460  0.387
H  -1.656  0.950  0.501  0.165

Computed properties:
spin multiplicity = 1
LUMO = 3.970 eV
HOMO level = -3.03 eV
molecular weight = 114.124 g mol⁻¹
structure (SMILES) = O=C([O-])[C@@H]1CCCN1
charge = -1
gap between HOMO and LUMO = 7.00 eV

***

Result of the stability comparison: arrangement b is the least stable of them.

***

Arrangement a

Below is a single CH5IN2S molecule, with properties calculated with ωB97M-V with the def2-TZVPD basis set.

Each line ends with the Mulliken charge.
Positions of all 10 atoms, in Å:
S  -1.019  1.516  -0.019  -0.137
N  -0.369  0.045  -0.507  -0.236
C  0.043  -1.062  0.339  -0.336
N  1.521  -0.806  0.930  -0.581
I  2.886  0.373  -0.092  0.078
H  0.157  2.092  0.392  0.100
H  -0.556  -0.238  -1.449  0.228
H  -0.615  -1.119  1.233  0.296
H  0.215  -1.848  -0.385  0.291
H  1.294  -0.398  1.817  0.298

Computed properties:
spin multiplicity = 1
LUMO = -0.004 eV
HOMO level = -8.73 eV
molecular weight = 204.036 g mol⁻¹
structure (SMILES) = SNCNI
charge = 0
gap between HOMO and LUMO = 8.73 eV

***

Arrangement b

Below is a 2-piece molecular cluster, CH5IN2S overall, with properties calculated with ωB97M-V with the def2-TZVPD basis set.

Each line ends with the Mulliken charge.
Positions of all 10 atoms, in Å:
C  -0.348  -0.424  -1.413  -0.082
N  -0.664  0.729  0.730  -0.441
N  0.764  0.111  -1.183  -0.716
S  0.671  0.514  1.541  0.034
I  0.918  -1.847  3.029  -0.183
H  -0.573  -1.513  -1.358  0.268
H  -1.283  0.106  -1.831  0.195
H  -1.387  1.075  1.227  0.201
H  0.478  1.085  -1.111  0.334
H  1.423  0.166  0.369  0.390

Computed properties:
spin multiplicity = 1
LUMO (alpha / beta) = -1.512 / -1.677 eV
HOMO level (alpha / beta) = -8.94 / -8.94 eV
molecular weight = 204.036 g mol⁻¹
charge = 0
gap between HOMO and LUMO (alpha / beta) = 7.42 / 7.27 eV

***

Result of the stability comparison: arrangement b is the least stable of them.